Record 1
Molecular formula: C7H8N3O
Method: DFT, the ωB97M-V functional and the def2-TZVPD basis

Results
- energy relative to the best compared isomer or geometry (same formula, charge and spin) (kJ/mol) = 424.94
- highest occupied orbital energy (eV) = -12.58
- energy (a.u.) = -510.6583

ORCA input file:
```
! wB97M-V def2-TZVPD RIJCOSX def2/J DEFGRID3
* xyz 1 1
N -1.21 -2.08 -0.24
C -1.58 -0.71 -0.06
N -2.56 -0.09 -0.57
N -2.66 1.15 -0.10
C -1.67 1.48 0.69
C -0.81 0.28 0.77
C 0.66 0.42 0.33
C 1.23 1.32 -0.57
C 2.60 0.90 -0.64
C 2.72 -0.25 0.11
O 1.51 -0.51 0.75
H -0.36 -2.15 -0.88
H -1.99 -2.27 -0.90
H -1.35 -2.44 0.68
H -1.43 2.36 1.14
H -0.90 0.04 1.87
H 0.88 2.22 -1.12
H 3.37 1.27 -1.28
H 3.54 -0.94 0.02
*
```

Just the Mulliken charges please, in e? Sure, here they are: number 1, N, carries -0.0176; number 2, C, carries -0.4088; number 3, N, carries -0.2825; number 4, N, carries -0.4726; number 5, C, carries -0.5780; number 6, C, carries 0.7205; number 7, C, carries 0.0441; number 8, C, carries -0.2004; number 9, C, carries -0.4257; number 10, C, carries -0.4274; number 11, O, carries -0.3543; number 12, H, carries 0.3997; number 13, H, carries 0.4312; number 14, H, carries 0.3827; number 15, H, carries 0.5654; number 16, H, carries 0.3867; number 17, H, carries 0.4096; number 18, H, carries 0.4041; number 19, H, carries 0.4232

Record 2
Molecular formula: C4H34O14S
Method: DFT, the ωB97M-V functional and the def2-TZVPD basis

Results
- highest occupied orbital energy (eV) = -8.76
- energy (a.u.) = -1624.3457

ORCA input file:
```
! wB97M-V def2-TZVPD RIJCOSX def2/J DEFGRID3
* xyz 0 1
O -0.72 2.68 -1.07
C -0.95 2.64 0.13
C 0.31 2.45 0.96
C -0.19 2.32 2.43
C 0.96 1.66 3.25
S 0.47 1.58 4.98
H -1.87 2.92 0.57
H 0.88 3.38 0.85
H 0.94 1.63 0.61
H -0.44 3.30 2.83
H -1.08 1.71 2.54
H 1.86 2.28 3.18
H 1.17 0.70 2.80
H -0.84 1.38 5.05
H 0.87 1.00 -3.29
H 0.56 2.19 -2.24
O 1.16 1.83 -2.92
H 0.18 -1.78 -3.66
H 0.80 -1.73 -2.35
O 0.34 -1.11 -2.98
H -0.13 -3.81 -2.01
H 0.93 -3.36 -1.03
O 0.82 -3.65 -1.97
H -2.37 0.60 -0.51
H -3.41 1.58 0.18
O -2.80 0.86 0.39
H 3.71 -1.32 -1.19
H 3.44 0.06 -1.55
O 3.29 -0.55 -0.77
H 4.10 1.98 0.01
H 2.98 2.04 -0.84
O 3.44 2.65 -0.25
H -2.71 -4.24 -0.20
H -2.09 -3.35 -1.20
O -1.84 -4.04 -0.57
H -3.56 -2.06 -0.76
H -4.58 -1.94 -1.91
O -3.63 -1.90 -1.74
H 4.45 1.20 -3.42
H 2.89 1.50 -2.95
O 3.77 1.12 -2.75
H -3.20 -0.93 0.99
H -2.26 -2.22 1.05
O -3.18 -1.89 0.85
H 2.04 -2.57 0.76
H 1.92 -1.42 -0.38
O 1.44 -2.11 0.17
H -1.37 -0.48 -2.29
H -2.89 -0.30 -2.03
O -2.02 0.13 -1.91
H -0.39 -2.45 1.06
H -1.12 -3.76 1.35
O -0.94 -2.89 1.72
*
```

Just the Mulliken charges please, in e? Sure, here they are: number 1, O, carries -0.6276; number 2, C, carries -0.3192; number 3, C, carries 0.2042; number 4, C, carries -0.9595; number 5, C, carries -0.3780; number 6, S, carries -0.2918; number 7, H, carries 0.5306; number 8, H, carries 0.3660; number 9, H, carries -0.1044; number 10, H, carries 0.3693; number 11, H, carries 0.4471; number 12, H, carries 0.3122; number 13, H, carries 0.2411; number 14, H, carries 0.1118; number 15, H, carries 0.3149; number 16, H, carries 0.4528; number 17, O, carries -0.7336; number 18, H, carries 0.2988; number 19, H, carries 0.3048; number 20, O, carries -0.6420; number 21, H, carries 0.3553; number 22, H, carries 0.4452; number 23, O, carries -0.7283; number 24, H, carries 0.4774; number 25, H, carries 0.3092; number 26, O, carries -0.7696; number 27, H, carries 0.3494; number 28, H, carries 0.3658; number 29, O, carries -0.6864; number 30, H, carries 0.3810; number 31, H, carries 0.1693; number 32, O, carries -0.6026; number 33, H, carries 0.3171; number 34, H, carries 0.3591; number 35, O, carries -0.6923; number 36, H, carries 0.4220; number 37, H, carries 0.2738; number 38, O, carries -0.7249; number 39, H, carries 0.2392; number 40, H, carries 0.4113; number 41, O, carries -0.6082; number 42, H, carries 0.3681; number 43, H, carries 0.4464; number 44, O, carries -0.7889; number 45, H, carries 0.2485; number 46, H, carries 0.3107; number 47, O, carries -0.6231; number 48, H, carries 0.2721; number 49, H, carries 0.4038; number 50, O, carries -0.5901; number 51, H, carries 0.4055; number 52, H, carries 0.3422; number 53, O, carries -0.7556

Record 3
Molecular formula: C21H26Cl4N6O6SSn
Method: DFT, the ωB97M-V functional and the def2-TZVPD basis

Results
- energy relative to the best compared isomer or geometry (same formula, charge and spin) (kJ/mol) = 159.80
- highest occupied orbital energy (eV) = -7.62
- energy (a.u.) = -4049.0232

ORCA input file:
```
! wB97M-V def2-TZVPD RIJCOSX def2/J DEFGRID3
* xyz 0 1
Sn 0.99 1.35 0.64
Cl 5.44 4.96 -3.12
C 4.01 4.45 -2.31
C 2.84 5.20 -2.41
Cl 2.81 6.66 -3.33
C 1.68 4.77 -1.76
Cl 0.21 5.66 -1.86
C 1.68 3.59 -1.01
O 0.61 3.12 -0.38
C 2.86 2.84 -0.91
O 2.82 1.72 -0.18
C 4.01 3.27 -1.55
Cl 5.44 2.31 -1.40
C 0.63 -1.89 5.50
C 1.30 -2.12 4.17
N 1.22 -0.88 3.41
C 1.42 0.36 3.98
N 1.54 1.37 3.20
C 1.70 2.72 3.75
C 1.17 2.82 5.17
C 1.77 1.69 5.97
N 1.41 0.42 5.35
C 1.36 -0.76 6.20
H 0.66 -2.79 6.12
H -0.41 -1.61 5.34
H 0.78 -2.90 3.60
H 2.33 -2.44 4.32
H 1.49 -0.91 2.44
H 1.18 3.42 3.10
H 2.76 2.99 3.73
H 0.08 2.71 5.16
H 1.41 3.79 5.61
H 1.39 1.68 7.00
H 2.86 1.80 6.02
H 0.85 -0.48 7.13
H 2.37 -1.08 6.47
C -4.48 -0.97 -6.72
C -3.82 -0.92 -5.34
S -4.34 -2.35 -4.41
O -3.92 -3.53 -5.12
O -5.72 -2.17 -4.05
C -3.36 -2.26 -2.92
C -1.95 -2.78 -3.15
N -1.09 -2.50 -2.00
C -0.43 -1.34 -1.77
N 0.28 -1.38 -0.65
C 0.08 -2.62 -0.13
C -0.76 -3.32 -0.94
N -1.28 -4.63 -0.72
O -2.24 -4.99 -1.39
O -0.74 -5.30 0.13
C -0.48 -0.13 -2.66
H -4.15 -0.12 -7.32
H -5.56 -0.93 -6.63
H -4.21 -1.89 -7.24
H -4.13 -0.05 -4.76
H -2.73 -0.96 -5.41
H -3.90 -2.88 -2.20
H -3.38 -1.22 -2.59
H -1.49 -2.33 -4.03
H -1.98 -3.85 -3.31
H 0.53 -2.97 0.79
H -0.82 -0.37 -3.66
H 0.51 0.30 -2.72
H -1.14 0.62 -2.23
*
```

Just the Mulliken charges please, in e? Sure, here they are: number 1, Sn, carries 0.8828; number 2, Cl, carries -0.1997; number 3, C, carries 0.2791; number 4, C, carries 0.2121; number 5, Cl, carries -0.1987; number 6, C, carries 0.0668; number 7, Cl, carries -0.1996; number 8, C, carries 0.1384; number 9, O, carries -0.8828; number 10, C, carries 0.6186; number 11, O, carries -0.8293; number 12, C, carries 0.0882; number 13, Cl, carries -0.1956; number 14, C, carries -0.6845; number 15, C, carries -0.5746; number 16, N, carries 0.0492; number 17, C, carries 0.1566; number 18, N, carries -0.1877; number 19, C, carries -0.6551; number 20, C, carries -0.6902; number 21, C, carries -0.6817; number 22, N, carries 0.1810; number 23, C, carries -0.6389; number 24, H, carries 0.3849; number 25, H, carries 0.2944; number 26, H, carries 0.3343; number 27, H, carries 0.2857; number 28, H, carries 0.0123; number 29, H, carries 0.3281; number 30, H, carries 0.2981; number 31, H, carries 0.2897; number 32, H, carries 0.3797; number 33, H, carries 0.3891; number 34, H, carries 0.2669; number 35, H, carries 0.3713; number 36, H, carries 0.2782; number 37, C, carries -1.3503; number 38, C, carries -0.2652; number 39, S, carries 1.2263; number 40, O, carries -0.6557; number 41, O, carries -0.6851; number 42, C, carries -0.4039; number 43, C, carries -1.2351; number 44, N, carries 0.2858; number 45, C, carries 0.6184; number 46, N, carries -0.1313; number 47, C, carries -0.7520; number 48, C, carries 0.1238; number 49, N, carries 1.0252; number 50, O, carries -0.6150; number 51, O, carries -0.6182; number 52, C, carries -1.2804; number 53, H, carries 0.3810; number 54, H, carries 0.3594; number 55, H, carries 0.3647; number 56, H, carries 0.3921; number 57, H, carries 0.2373; number 58, H, carries 0.3349; number 59, H, carries 0.3760; number 60, H, carries 0.5338; number 61, H, carries 0.3449; number 62, H, carries 0.5046; number 63, H, carries 0.2783; number 64, H, carries 0.3513; number 65, H, carries 0.2873

| no. | gap between HOMO and LUMO (eV) |
| --- | --- |
| 1 | 8.36 |
| 2 | 8.84 |
| 3 | 6.83 |